1.
24
Properties=species:S:1:pos:R:3 method="wB97M-V/def2-TZVPD" e_tot_ha=-3183.08302 charge=+2 multiplicity=6 lumo_ha="-0.3422 / -0.4521" s2=8.7769
Cu 1.5245 -0.1290 -1.7369
Cr -1.1086 -0.2273 0.3121
C 2.9500 0.9099 1.5915
C 2.0416 -0.2860 1.6164
C 1.4157 -0.5948 2.9328
O 1.0391 -0.4174 0.5791
H 3.6363 0.9349 2.4380
H 2.3931 1.8467 1.6132
H 3.4616 1.0040 0.6336
H 2.6749 -1.1651 1.4974
H 0.7903 -1.4826 2.8396
H 0.9733 0.3069 3.3561
H 2.2468 -0.8318 3.5971
O -0.7956 -0.4029 -1.6796
H -1.5830 0.0148 -2.0796
O -1.7759 2.8613 -3.3096
H -1.7451 1.9832 -3.6894
H -1.9165 3.4416 -4.0578
O -1.8228 -2.7036 -2.4727
H -1.5149 -1.8166 -2.2863
H -1.7033 -3.1771 -1.6495
O -3.3455 0.0597 -0.0074
H -3.8933 -0.2470 0.7152
H -3.9426 0.1184 -0.7532

2.
15
Properties=species:S:1:pos:R:3 method="wB97M-V/def2-TZVPD" e_tot_ha=-573.11213 multiplicity=2 lumo_ha="0.0389 / 0.0376" s2=0.7555 relative_energy_kj_mol=186.9
C 1.4331 0.4811 0.1985
N 1.8384 1.5922 0.9634
H 1.6169 0.5228 -0.8713
H 1.7375 -0.4925 0.5950
H 2.4684 2.2720 0.5758
H 1.9654 1.4107 1.9419
C -1.4639 0.0667 -1.5066
S -0.9567 0.3337 0.2190
C -0.9962 -1.4055 0.7637
H -2.0353 0.9729 -1.7236
H -1.9030 -0.8929 -1.7418
H -0.6154 0.2735 -2.1798
H -0.2269 -1.5257 1.5291
H -1.8848 -1.5953 1.3679
H -0.9775 -2.0137 -0.1311

3.
94
Properties=species:S:1:pos:R:3 method="wB97M-V/def2-TZVPD" e_tot_ha=-4721.63678 lumo_ha=-0.1170 smiles="C=C[C@](C#N)([C@](C#N)(CCCBr)CCCCCC)P(=O)(O)O.COCCNCCOC.COCCNCCOC"
C -6.8939 -4.9697 1.9564
C -6.4115 -5.9372 0.9420
C -5.4166 -5.5839 -0.3497
C -5.6120 -6.9180 -1.3444
N -5.7609 -7.9397 -2.1499
C -3.8284 -5.3704 0.1034
C -3.6732 -3.7119 0.2637
N -3.2345 -2.4731 0.2069
C -2.7384 -6.0254 -0.9162
C -2.7742 -5.5066 -2.4704
C -2.0415 -4.0194 -2.6938
Br -1.3437 -4.0653 -4.5896
C -3.6251 -5.9684 1.6526
C -2.0654 -6.0452 2.1507
C -1.3879 -4.6170 2.5796
C -2.2035 -3.7681 3.7196
C -1.4555 -2.4017 4.2377
C -1.0476 -1.3608 2.9979
P -6.1801 -4.1219 -1.2962
O -5.3248 -3.5464 -2.4917
O -7.6691 -4.7475 -2.0393
O -6.6772 -2.7590 -0.3367
H -7.9314 -4.4105 1.8836
H -6.2433 -4.7866 2.9384
H -6.7349 -7.0734 1.1190
H -1.6090 -5.8427 -0.5733
H -2.8697 -7.2095 -0.8777
H -3.8112 -5.5920 -3.0052
H -2.0586 -6.2560 -3.0662
H -2.7513 -3.1187 -2.4661
H -1.0729 -4.0455 -2.0047
H -4.0172 -7.0955 1.7124
H -4.1754 -5.2816 2.4598
H -1.3525 -6.6642 1.4201
H -2.0851 -6.7020 3.1490
H -0.3017 -4.8300 3.0056
H -1.2278 -3.9481 1.6138
H -2.5471 -4.4172 4.6487
H -3.2188 -3.4109 3.2041
H -2.2623 -1.7963 4.8762
H -0.5623 -2.6046 4.9750
H -0.9693 -0.2747 3.4735
H 0.0099 -1.6761 2.5956
H -1.8766 -1.2980 2.1654
H -7.4633 -4.8283 -3.0335
H -5.9274 -2.0936 -0.2972
C -0.8375 0.6406 -1.0150
O 0.3891 1.1639 -1.5120
C 0.2936 2.5263 -1.9509
C 1.0176 3.4707 -0.9771
N 0.2996 3.5852 0.2963
C 1.0808 4.2106 1.3707
C 2.4018 3.5317 1.7899
O 2.2325 2.2745 2.4480
C 2.0240 1.1751 1.5747
H -0.7337 -0.4435 -0.9277
H -1.0572 1.0388 -0.0254
H -1.6675 0.8545 -1.6964
H -0.7466 2.8352 -2.1174
H 0.8075 2.5722 -2.9147
H 1.1002 4.4642 -1.4327
H 2.0267 3.0768 -0.8323
H 0.0264 2.6569 0.6058
H 0.4256 4.2430 2.2492
H 1.2838 5.2507 1.0946
H 2.8755 4.1873 2.5290
H 3.1192 3.4485 0.9677
H 2.5753 1.2750 0.6354
H 0.9573 1.0431 1.3883
H 2.3727 0.2714 2.0795
C 5.7911 4.5201 0.8672
O 4.6856 5.0707 0.1600
C 4.5114 6.4780 0.3772
C 4.8998 7.2808 -0.8754
N 6.3483 7.2576 -1.1024
C 6.7542 7.7304 -2.4318
C 6.2094 6.9751 -3.6624
O 6.7271 5.6520 -3.8157
C 6.0856 4.6712 -3.0150
H 5.7078 3.4313 0.8329
H 6.7322 4.8010 0.3965
H 5.7898 4.8340 1.9162
H 5.0500 6.8290 1.2670
H 3.4440 6.6278 0.5599
H 4.5726 8.3198 -0.7535
H 4.3565 6.8488 -1.7196
H 6.6845 6.3053 -0.9912
H 7.8488 7.6717 -2.4586
H 6.4966 8.7911 -2.5188
H 6.5462 7.5255 -4.5479
H 5.1162 6.9749 -3.7142
H 5.0186 4.8708 -2.8817
H 6.5898 4.5876 -2.0512
H 6.1914 3.7053 -3.5138

4.
11
Properties=species:S:1:pos:R:3 method="wB97M-V/def2-TZVPD" e_tot_ha=-740.49302 lumo_ha=-0.0150 relative_energy_kj_mol=437.3
C -0.2673 0.2020 0.4506
C -1.2374 0.9340 0.5106
C 0.8181 -0.4964 -0.2081
O -4.4045 0.2154 0.6572
O -2.8028 0.0867 -1.2223
O -2.3222 1.5803 0.8742
S -3.8933 0.7626 -0.5912
H 1.7887 -0.6378 0.3443
H 1.1353 0.0720 -1.0151
H 0.6144 -1.5367 -0.5525
H -2.3807 1.7497 1.8102

5.
12
Properties=species:S:1:pos:R:3 method="wB97M-V/def2-TZVPD" e_tot_ha=-682.83846 charge=+1 lumo_ha="-0.1720 / -0.1720" relative_energy_kj_mol=226.6
C -0.4795 0.3340 0.0467
C 0.6601 -0.5098 -0.2044
N 1.9028 0.3689 -0.1284
O -0.7524 1.4615 -0.1159
O -2.0128 -0.8384 0.1528
S -3.3356 -0.0779 -0.0755
H 0.6145 -0.9703 -1.2290
H 0.5197 -1.3773 0.3840
H 2.3724 0.2641 0.8067
H 1.5475 1.2670 -0.2626
H 2.7158 0.0085 -0.6108
H -3.7525 0.0695 1.2366

6.
15
Properties=species:S:1:pos:R:3 method="wB97M-V/def2-TZVPD" e_tot_ha=-382.16654 lumo_ha=-0.0014 relative_energy_kj_mol=151.3 smiles=O.O.O.O.O
O -1.4329 0.7204 -2.4460
H -1.4639 0.7614 -3.3720
H -0.5059 1.0004 -2.2120
O 0.0591 -1.2226 3.2750
H 0.9821 -1.1926 3.1870
H -0.1609 -1.6996 2.5010
O 0.2311 -1.1466 -0.0100
H 0.4091 -0.4156 -0.5680
H -0.3379 -1.6376 -0.5750
O -1.0199 0.7804 1.3630
H -0.4399 1.1274 2.0390
H -0.4609 0.1664 0.8870
O 0.9991 1.0704 -1.4530
H 1.6351 1.2834 -0.7310
H 1.5061 0.4044 -1.8850

7.
56
Properties=species:S:1:pos:R:3 method="wB97M-V/def2-TZVPD" e_tot_ha=-1353.05019 lumo_ha=0.0205 relative_energy_kj_mol=89.5
C -0.1504 5.0333 -1.3049
C -0.6144 3.7824 -0.6298
C 0.2214 2.7534 -0.3615
C -0.2672 1.5524 0.2902
N 0.3132 0.4690 0.6214
C 1.7332 0.3126 0.3809
C 2.3680 -0.4026 1.5702
C 3.8526 -0.6668 1.3401
C 4.1013 -1.4511 0.0585
C 3.4633 -0.7200 -1.1261
C 1.9749 -0.4815 -0.9023
C 5.5983 -1.6576 -0.1548
N 5.8486 -2.6041 -1.2339
C 6.3473 -2.1452 -2.4157
O 6.5590 -0.9596 -2.6230
C 6.6828 -3.1332 -3.4732
C 7.3072 -4.3304 -3.4059
O 7.5380 -4.8105 -4.6252
N 7.0509 -3.9032 -5.5603
C 6.5605 -2.9071 -4.8828
C 5.9640 -1.7323 -5.5764
C 5.1974 -3.8877 -1.0164
C 3.7125 -3.6673 -0.7628
O 3.4919 -2.7369 0.2753
N -1.6382 1.6422 0.5771
C -2.3979 2.7083 0.2726
C -3.8467 2.6407 0.6955
O -4.3108 1.3158 0.8849
N -1.9639 3.7720 -0.3176
H 0.9117 4.9968 -1.5383
H -0.7175 5.1855 -2.2242
H -0.3491 5.8917 -0.6617
H 1.2590 2.8148 -0.6504
H 2.2445 1.2822 0.2759
H 2.2264 0.1977 2.4712
H 1.8411 -1.3463 1.7244
H 4.3980 0.2805 1.2685
H 4.2757 -1.2240 2.1793
H 3.9858 0.2348 -1.2396
H 3.6369 -1.2606 -2.0586
H 1.4429 -1.4333 -0.8202
H 1.5459 0.0564 -1.7518
H 6.0891 -0.7190 -0.3984
H 6.0294 -2.0674 0.7642
H 7.6574 -4.9334 -2.5838
H 6.5227 -0.8321 -5.3271
H 5.9773 -1.8948 -6.6516
H 4.9360 -1.5767 -5.2479
H 5.3259 -4.5315 -1.8816
H 5.6508 -4.3705 -0.1450
H 3.2263 -3.3436 -1.6911
H 3.2448 -4.5990 -0.4440
H -2.0624 0.8503 1.0413
H -3.9469 3.1432 1.6582
H -4.4369 3.1943 -0.0355
H -4.4725 0.9149 0.0253

8.
88
Properties=species:S:1:pos:R:3 method="wB97M-V/def2-TZVPD" e_tot_ha=-8405.09348 charge=+1 multiplicity=5 lumo_ha="-0.0752 / -0.1752" s2=6.0445 relative_energy_kj_mol=0.0
C -2.3220 -0.6796 3.9569
C -2.7842 -0.1830 2.7183
C -2.1830 -0.9439 1.6657
H -3.6042 0.5280 2.5853
C -1.3772 -1.9868 2.2874
C -1.4816 -1.7845 3.7181
H -1.1060 -2.4735 4.4714
H -2.7008 -0.3782 4.9375
H -2.4341 -0.9359 0.6064
H -0.9852 -2.8462 1.7574
Co -0.1871 -0.3724 2.0546
Si 0.7027 0.0704 -0.7708
C -0.2871 1.6599 -1.0236
C 0.3635 2.8410 -1.4512
H 1.4422 2.8278 -1.5724
C -0.3308 4.0125 -1.7659
H 0.2119 4.8773 -2.1780
C -1.7045 4.0488 -1.5809
H -2.2558 4.9368 -1.8790
C -2.3630 2.9259 -1.0448
H -3.4422 2.9602 -0.8831
C -1.6505 1.7594 -0.7401
H -2.1792 0.9454 -0.2287
C -0.2012 -1.4856 -1.1493
C -1.4789 -1.4823 -1.7539
H -2.1017 -0.5823 -1.7672
C -1.9598 -2.6749 -2.2967
H -2.8293 -2.6497 -2.9457
C -1.3196 -3.8740 -1.9886
H -1.6387 -4.8011 -2.4684
C -0.2601 -3.9065 -1.0788
H 0.1681 -4.8505 -0.7429
C 0.2686 -2.7026 -0.6036
H 1.0140 -2.7065 0.1974
H 0.8641 -0.1383 0.8595
Si 1.3293 -0.0968 -3.3169
C 0.8721 -1.6415 -4.2322
C 0.3396 -1.5304 -5.5269
H 0.1875 -0.5505 -5.9740
C 0.0155 -2.6509 -6.3004
H -0.4408 -2.5512 -7.2833
C 0.2864 -3.9266 -5.8107
H 0.0578 -4.8209 -6.3904
C 0.8915 -4.0635 -4.5531
H 1.1048 -5.0515 -4.1422
C 1.2353 -2.9339 -3.8015
H 1.7837 -3.0382 -2.8533
C 0.4919 1.2844 -4.1877
C -0.9085 1.3564 -4.2098
H -1.4949 0.6507 -3.6186
C -1.5561 2.3343 -4.9537
H -2.6413 2.3974 -4.9113
C -0.8291 3.1936 -5.7738
H -1.3494 3.9234 -6.3897
C 0.5673 3.0984 -5.8012
H 1.1366 3.7504 -6.4661
C 1.2252 2.1579 -5.0055
H 2.3121 2.0830 -5.0313
H 2.7351 0.0390 -3.7640
Cl 2.8536 -0.0229 -0.8091
C 3.4300 -0.7472 2.8837
As 1.5650 -1.1987 3.2732
C 1.7170 -3.0511 3.9032
C 1.2527 -0.0976 4.9312
C 1.5522 -0.5939 6.1934
C 1.2148 0.1692 7.3339
C 0.5765 1.4008 7.1917
C 0.2654 1.8937 5.9200
C 0.6048 1.1417 4.7873
As 0.0418 1.7017 2.9400
C -1.4605 2.8905 3.3169
C 1.3802 3.0627 2.4268
H 3.5777 -0.7793 1.7961
H 4.0725 -1.4875 3.3917
H 3.6352 0.2496 3.2832
H 2.5004 -3.0965 4.6710
H 0.7596 -3.3816 4.3107
H 1.9923 -3.6775 3.0447
H 2.0404 -1.5691 6.3010
H 1.4709 -0.2136 8.3317
H 0.3137 1.9818 8.0739
H -0.2338 2.8566 5.8052
H -1.0542 3.8752 3.6008
H -2.0392 2.9635 2.3846
H -2.0665 2.4514 4.1120
H 1.1602 3.9814 2.9999
H 2.3899 2.6917 2.6497
H 1.2684 3.2373 1.3466

9.
70
Properties=species:S:1:pos:R:3 method="wB97M-V/def2-TZVPD" e_tot_ha=-1661.56865 lumo_ha=0.0211 relative_energy_kj_mol=67.1 smiles="CCC(=O)Nc1cc(-c2nn(CC(=O)N3CCCCC3)c(=O)c3ccccc23)ccc1N1CCOCC1"
C -0.9086 -2.5456 -6.9697
C -1.5391 -1.4478 -6.1241
C -1.0768 -1.5287 -4.6745
O -0.3286 -2.3798 -4.2531
N -1.6170 -0.5382 -3.9086
C -1.4302 -0.3046 -2.5404
C -0.2899 -0.7173 -1.8723
C -0.1175 -0.4175 -0.5240
C 1.0827 -0.8499 0.2045
N 1.6212 0.0412 0.9736
N 2.7314 -0.2241 1.6489
C 3.1629 0.8028 2.5670
C 2.4999 0.5537 3.9325
O 1.6455 -0.2996 4.0613
N 2.9308 1.3159 4.9571
C 3.8563 2.4221 4.8927
C 3.1334 3.7284 5.2350
C 2.4929 3.6218 6.6164
C 1.5628 2.4121 6.6601
C 2.3300 1.1511 6.2670
C 3.4406 -1.4075 1.6110
O 4.4904 -1.5229 2.2221
C 2.8235 -2.4441 0.7859
C 3.4109 -3.7093 0.7285
C 2.8137 -4.7141 0.0034
C 1.6072 -4.4739 -0.6517
C 1.0144 -3.2328 -0.6045
C 1.6258 -2.1840 0.0945
C -1.0778 0.3474 0.1296
C -2.2183 0.7591 -0.5331
C -2.4285 0.4199 -1.8637
N -3.5705 0.8016 -2.6042
C -4.5142 -0.2716 -2.8932
C -5.4550 0.2009 -4.0033
O -6.1372 1.3738 -3.6287
C -5.2309 2.4009 -3.2988
C -4.2955 1.9783 -2.1625
H 0.1742 -2.4564 -6.9504
H -1.2514 -2.4800 -7.9992
H -1.1709 -3.5216 -6.5702
H -2.6292 -1.5337 -6.1461
H -1.2706 -0.4643 -6.5181
H -2.2977 0.0828 -4.3277
H 0.4735 -1.2455 -2.4188
H 2.8575 1.7709 2.1660
H 4.2494 0.7250 2.6538
H 4.3116 2.4908 3.9074
H 4.6522 2.2469 5.6276
H 3.8443 4.5553 5.2058
H 2.3598 3.9150 4.4873
H 1.9379 4.5333 6.8444
H 3.2751 3.5069 7.3706
H 1.1454 2.2869 7.6597
H 0.7372 2.5581 5.9610
H 1.6659 0.2873 6.2189
H 3.1250 0.9536 6.9949
H 4.3307 -3.8663 1.2711
H 3.2687 -5.6921 -0.0480
H 1.1293 -5.2711 -1.2015
H 0.0718 -3.0685 -1.1015
H -0.9274 0.5967 1.1679
H -2.9607 1.3347 -0.0020
H -3.9786 -1.1689 -3.2048
H -5.1122 -0.5154 -1.9999
H -6.2221 -0.5480 -4.2064
H -4.8754 0.3862 -4.9226
H -5.8372 3.2581 -3.0026
H -4.6299 2.6670 -4.1823
H -3.5846 2.7783 -1.9501
H -4.9024 1.7802 -1.2645

10.
68
Properties=species:S:1:pos:R:3 method="wB97M-V/def2-TZVPD" e_tot_ha=-3086.79153 charge=-2 lumo_ha=0.1685 relative_energy_kj_mol=26.7
Bi 1.6469 -0.3025 0.2123
C 1.2801 -1.9442 3.8953
C -0.1071 -2.2953 3.3855
N -0.7209 -1.2716 2.5389
C -1.9710 -1.8029 1.9971
C -2.5917 -0.9937 0.8695
C -0.8905 0.0175 3.2343
C -0.0445 1.1707 2.6885
N -0.3560 1.4207 1.2971
C -0.7289 2.6082 0.8399
C -1.2935 2.6984 -0.4768
F -1.4794 1.5491 -1.1536
C -1.7026 3.8583 -1.0700
F -2.2257 3.7982 -2.3096
C -1.6250 5.0932 -0.4383
C -1.1167 5.0514 0.8432
F -1.0125 6.2095 1.5339
C -0.6918 3.8991 1.4604
F -0.1830 4.0451 2.7109
H 1.6528 -2.7646 4.5160
H 1.2781 -1.0408 4.5104
H 1.9822 -1.7870 3.0769
H -0.7691 -2.5323 4.2408
H -0.0303 -3.2039 2.7852
H -2.7096 -1.9258 2.8137
H -1.7525 -2.8060 1.6218
H -2.8827 0.0095 1.1883
H -3.4823 -1.5145 0.4947
H -1.8802 -0.8664 0.0532
H -0.6332 -0.1063 4.2930
H -1.9448 0.3167 3.2075
H 1.0133 0.8908 2.8064
H -0.2123 2.0187 3.3458
H -1.9501 6.0098 -0.9097
O -0.9465 0.5164 -4.8965
C -0.1215 1.5739 -4.8012
C -0.1616 2.5283 -5.8175
C 0.7085 3.6056 -5.8057
C 1.6298 3.7603 -4.7742
C 1.6458 2.8348 -3.7433
C 0.7777 1.7457 -3.7333
C 0.8255 0.8194 -2.5655
O 1.4295 1.2199 -1.5159
N 0.2149 -0.3396 -2.7159
N 0.3618 -1.1513 -1.6055
C -0.3807 -2.1936 -1.5628
C -0.2982 -3.2543 -0.5828
C -1.3438 -4.1885 -0.5234
C -1.2935 -5.2893 0.3015
C -0.1358 -5.4936 1.0756
C 0.9180 -4.6118 1.0255
C 0.8740 -3.4375 0.2158
O 1.8739 -2.6242 0.1909
H -0.6990 -0.0950 -4.1489
H -0.8806 2.3967 -6.6185
H 0.6617 4.3323 -6.6108
H 2.3187 4.5966 -4.7703
H 2.3250 2.9385 -2.9049
H -1.1278 -2.2914 -2.3526
H -2.2182 -4.0200 -1.1503
H -2.1212 -5.9861 0.3497
H -0.0732 -6.3632 1.7244
H 1.8159 -4.7568 1.6160
O 5.7866 0.1592 1.7324
S 4.3716 -0.0290 1.5093
O 3.7854 -1.1974 2.1634
O 3.5408 1.1672 1.7415
S 4.0712 -0.3792 -0.5486

11.
10
Properties=species:S:1:pos:R:3 method="wB97M-V/def2-TZVPD" e_tot_ha=-657.67056 lumo_ha=0.0277 relative_energy_kj_mol=13.4 smiles="[H]/N=N/SC.N#N"
H -0.2762 2.6952 -1.3728
N -0.3873 1.6696 -1.7446
N 0.2412 1.0471 -0.8787
S 0.2749 -0.6313 -1.0149
C 1.1254 -0.9441 0.5420
H 0.4670 -1.7518 1.1581
H 0.8817 0.0170 1.0266
H 2.0793 -1.3751 0.3911
N -2.4174 -0.1972 0.4685
N -1.9884 -0.5294 1.4246

12.
35
Properties=species:S:1:pos:R:3 method="wB97M-V/def2-TZVPD" e_tot_ha=-1185.52582 charge=+1 multiplicity=5 lumo_ha="-0.1352 / -0.2391" s2=6.0238 relative_energy_kj_mol=16.0
Ir 0.3493 -0.8979 -0.6814
C -3.1290 1.3448 -2.5173
C -4.1812 0.8729 -1.7467
C -3.9249 0.0104 -0.6950
C -2.6208 -0.3872 -0.4242
N -1.6174 0.0860 -1.1874
C -1.8537 0.9241 -2.1965
C -2.2310 -1.3076 0.6646
C -3.1604 -1.8399 1.5498
C -2.7623 -2.7007 2.5629
C -1.4237 -3.0350 2.7253
C -0.4836 -2.5167 1.8508
C -0.8650 -1.6647 0.8144
H -3.2891 2.0186 -3.3459
H -5.1971 1.1733 -1.9644
H -4.7404 -0.3569 -0.0910
H -0.9942 1.2662 -2.7595
H -4.2071 -1.5845 1.4606
H -3.5069 -3.1136 3.2303
H -1.1155 -3.6970 3.5224
H 0.5580 -2.7839 1.9800
O 5.9554 2.7900 0.2547
C 5.3886 1.7638 -0.4066
O 6.0272 1.1112 -1.1622
C 3.9323 1.5259 -0.1080
C 3.1577 2.2459 0.7840
N 1.9206 1.7435 0.7615
N 1.8264 0.7274 -0.0945
C 3.0322 0.5585 -0.6469
C 3.1349 -0.5912 -1.6610
O 4.1369 -0.8314 -2.2555
O 1.9995 -1.2417 -1.7882
H 5.3690 3.2695 0.8453
H 3.3943 3.0737 1.4331
H 1.1209 2.0443 1.2926

Strongest force on any atom
In order: 0.0600, 0.0447, 0.2394, 0.0586, 0.1022, 0.0466, 0.0018, 0.0563, 0.0204, 0.0099, 0.0855, 0.0272
Unit: Eh/bohr